79
Properties=species:S:1:pos:R:3:lowdin_charge:R:1 method="wB97M-V/def2-TZVPD" gap_ev="7.201 / 7.850" e_tot_ev=-157239.286 spin_multiplicity=3 total_charge=+2 de_lowest_kj_mol=74.2
As 0.615 -3.128 0.024 1.417
V -0.233 -0.545 -0.061 1.049
P -3.047 1.130 -0.142 0.540
P -2.778 -1.721 -0.842 0.416
O 0.597 0.380 -1.789 -0.245
O 0.965 1.927 0.210 -0.208
O 0.196 0.125 1.867 -0.232
O -1.534 -1.499 -1.891 -0.171
O -1.938 -1.362 0.404 -0.412
O -3.716 0.237 -2.453 -0.048
O 2.026 -0.560 0.148 -0.280
O -3.686 2.481 -0.637 -0.049
O -3.481 1.069 1.368 -0.054
O -1.557 1.106 -0.260 -0.298
O -3.545 -2.947 -0.992 -0.195
C 2.800 -0.064 -0.949 -0.109
C -0.764 -4.459 0.104 -0.378
C 1.928 -3.812 2.625 -0.100
C 2.008 -3.653 1.251 -0.295
C 0.401 1.778 -2.097 -0.098
C 2.547 -0.193 1.431 -0.112
C -2.585 -5.430 1.330 -0.060
C -1.924 -6.356 -0.791 -0.054
C 1.821 -3.563 -1.411 -0.313
C 1.886 -0.157 -2.147 -0.096
C 1.417 -0.402 2.415 -0.102
C 0.629 2.525 1.446 -0.121
C 2.598 -3.854 -3.660 -0.057
C 1.566 -3.572 -2.774 -0.119
C 4.264 -4.381 2.665 -0.046
C -2.754 -6.368 0.321 -0.051
C -1.596 -4.467 1.220 -0.127
C -0.143 1.474 2.261 -0.089
C 4.336 -4.252 1.284 -0.003
C -3.822 -0.213 -1.097 -0.571
C 3.875 -4.105 -3.175 -0.042
C 3.065 -4.180 3.334 -0.054
C 0.931 2.692 -0.976 -0.124
C -0.920 -5.407 -0.900 -0.087
C -5.259 -0.471 -0.671 -0.046
C 3.202 -3.900 0.562 -0.191
C 4.129 -4.103 -1.810 0.000
C 3.100 -3.842 -0.913 -0.187
H 1.538 2.846 1.963 0.138
H 0.893 1.995 -3.044 0.142
H 5.146 -4.668 3.222 0.118
H -0.256 -5.420 -1.756 0.096
H 0.986 -3.682 3.145 0.110
H -3.533 -7.113 0.404 0.116
H -1.688 -1.634 -2.834 0.117
H 2.406 -3.886 -4.724 0.116
H -3.230 -5.443 2.198 0.115
H -3.720 2.614 -1.595 0.114
H 1.636 0.075 3.370 0.155
H 3.692 -0.680 -1.082 0.154
H -2.052 -7.093 -1.572 0.115
H -0.010 3.400 1.308 0.142
H -0.667 1.900 -2.219 0.117
H 5.270 -4.453 0.777 0.116
H 1.726 -1.198 -2.418 0.105
H 5.126 -4.326 -1.453 0.117
H -1.209 1.562 2.100 0.104
H -5.868 0.429 -0.778 0.101
H 2.859 0.852 1.402 0.134
H 3.092 0.968 -0.746 0.135
H 3.400 -0.828 1.681 0.153
H -4.314 1.500 1.604 0.127
H -4.535 0.021 -2.919 0.121
H 1.934 3.065 -1.205 0.138
H -1.485 -3.718 1.996 0.101
H 0.061 1.583 3.326 0.146
H 2.289 0.376 -3.007 0.153
H -5.674 -1.267 -1.291 0.102
H 3.011 -4.324 4.405 0.116
H 1.250 -1.461 2.581 0.099
H 0.267 3.554 -0.879 0.141
H 4.677 -4.322 -3.868 0.118
H 0.568 -3.379 -3.150 0.109
H -5.305 -0.820 0.360 0.101